(1)
12
Properties=species:S:1:pos:R:3:forces:R:3:lowdin_charge:R:1 method="wB97M-V/def2-TZVPD" e_lumo_ev=-0.35 largest_force_ev_per_a=3.65 relative_energy_kcal_mol=25.3 energy_ha=-1416.692894
F -2.7574 -1.6598 0.3235 0.015 0.108 0.458 -0.33
P -1.8752 -0.3516 0.0793 -1.005 -0.794 -0.603 0.55
F -1.8407 -0.5683 -1.5124 0.344 0.365 0.274 -0.32
S -3.4345 1.1036 0.1692 -0.812 -1.412 0.916 0.44
H -2.5599 1.7538 -0.4972 1.166 1.622 -1.031 -0.27
C 2.3358 -0.4924 0.0496 -3.457 -0.212 1.139 -0.14
C 1.2062 0.4354 0.4414 0.133 0.273 1.189 -0.79
S 0.8362 1.8545 -0.2404 0.047 -0.417 0.017 0.63
H 2.8100 -0.8214 0.9539 0.505 -0.460 0.137 0.08
H 1.7491 -1.2845 -0.4414 0.517 -0.464 0.287 0.09
H 2.9201 -0.0681 -0.6741 1.831 1.104 -1.561 0.03
H 0.6104 0.0987 1.3489 0.716 0.287 -1.221 0.03


(2)
11
Properties=species:S:1:pos:R:3:forces:R:3:lowdin_charge:R:1 method="wB97M-V/def2-TZVPD" e_lumo_ev=-7.52 largest_force_ev_per_a=4.68 relative_energy_kcal_mol=11.9 charge=+1 energy_ha=-432.988847
C -0.4128 -0.3923 0.2267 0.057 -1.087 -1.736 -0.03
C 0.6698 0.5464 -0.3124 -2.313 0.988 1.104 -0.07
N 2.0292 0.0839 0.0214 2.124 -3.538 -2.207 -0.16
F 2.4639 -1.4136 -0.2624 -1.661 3.989 0.256 0.11
F 2.3452 0.1715 1.2583 -0.393 0.016 1.531 0.25
F 2.9110 0.8049 -0.6155 0.648 -0.075 -0.697 0.23
H -1.3199 0.1608 0.2640 -0.705 0.757 0.465 0.09
H -0.6557 -1.1117 -0.6209 0.634 0.459 1.257 0.12
H -0.2465 -0.9275 1.1451 0.227 0.040 0.358 0.09
H 0.7825 1.6028 0.1485 -0.536 -1.561 -0.490 0.20
H 0.3191 0.6496 -1.3618 1.918 0.012 0.159 0.17


(3)
11
Properties=species:S:1:pos:R:3:forces:R:3:lowdin_charge:R:1 method="wB97M-V/def2-TZVPD" e_lumo_ev="-0.70 / -1.02" largest_force_ev_per_a=2.52 relative_energy_kcal_mol=59.1 energy_ha=-668.370544
C -1.5649 0.4943 -0.2583 -2.339 0.148 -0.932 -0.24
C -0.8504 -0.7293 0.2063 2.155 0.780 0.120 -0.09
F 2.2377 1.3751 -0.5250 -0.250 -0.239 0.298 -0.15
F 2.6781 -1.0780 -0.8127 -0.023 -0.160 0.149 -0.15
F 3.0672 0.0344 1.4714 -0.774 -0.163 -0.548 -0.16
Si 2.0436 -0.0377 0.2174 -1.205 -0.001 0.013 0.42
H -1.8769 1.2667 0.4802 1.635 -0.190 -0.125 0.08
H -1.3560 0.9275 -1.2625 0.178 -0.333 0.909 0.08
H -2.6438 0.1668 -0.3152 0.534 -0.440 -0.648 0.09
H -0.6471 -1.6287 -0.4869 -0.566 1.674 1.489 0.07
H -1.0874 -0.7911 1.2852 0.655 -1.077 -0.725 0.04


(4)
10
Properties=species:S:1:pos:R:3:forces:R:3:lowdin_charge:R:1 method="wB97M-V/def2-TZVPD" e_lumo_ev=-0.14 largest_force_ev_per_a=4.05 relative_energy_kcal_mol=102.1 energy_ha=-817.974219
C -2.2694 -0.9696 0.3337 -3.587 1.252 1.390 -0.13
C -2.0186 0.5011 0.4482 0.040 0.094 -0.118 -0.04
F -0.7149 0.7685 0.2307 -0.953 -0.841 -0.074 -0.06
P 3.0590 1.5480 -0.0317 -0.377 -0.769 -0.097 0.26
I 3.5008 -0.8346 -0.4103 0.265 -0.470 0.345 0.18
H -3.4131 -1.2884 0.3186 2.265 1.251 -0.158 0.12
H -1.7691 -1.5507 -0.3416 1.781 -1.356 -1.740 0.03
H -2.0077 -1.2249 1.3515 0.478 -0.399 0.697 0.07
H 1.8311 1.2665 -0.7029 0.226 0.750 0.034 -0.22
H 3.8018 1.7841 -1.1962 -0.138 0.488 -0.278 -0.22


(5)
10
Properties=species:S:1:pos:R:3:forces:R:3:lowdin_charge:R:1 method="wB97M-V/def2-TZVPD" e_lumo_ev=0.14 largest_force_ev_per_a=6.08 relative_energy_kcal_mol=94.7 energy_ha=-288.417778
C -0.5750 0.1075 -0.0540 -2.760 -3.400 0.587 -0.64
C 0.6427 -0.7974 0.2568 2.554 2.151 -0.810 -0.02
H -0.8098 2.2574 -0.4724 2.577 -3.619 2.400 0.21
H 1.0839 1.2506 0.6427 -5.060 1.728 -2.895 0.30
H -1.8215 -1.4053 -0.5768 0.451 2.268 0.975 0.05
H 1.2590 -0.6799 1.2958 -2.255 -0.822 -2.188 0.15
H 0.6002 -1.7983 -0.2377 0.138 0.861 0.820 0.11
N -0.2076 1.3625 0.0356 1.950 4.076 1.020 0.03
N -1.7967 -0.3574 -0.2977 2.073 -0.693 -0.707 0.05
F 1.6248 0.0602 -0.5923 0.332 -2.550 0.797 -0.23


(6)
12
Properties=species:S:1:pos:R:3:forces:R:3:lowdin_charge:R:1 method="wB97M-V/def2-TZVPD" e_lumo_ev=-0.46 largest_force_ev_per_a=4.12 relative_energy_kcal_mol=69.3 energy_ha=-725.549023
C 1.7996 -0.0784 0.0844 0.355 -0.119 0.145 -0.06
C 0.5052 0.2465 0.7271 -0.321 -0.015 -0.590 -0.55
O 0.1942 0.1585 1.8739 0.057 0.000 0.326 0.09
P -0.8145 0.8543 -0.4718 -2.465 -3.245 0.640 0.83
O -1.4757 2.1019 -0.1365 -0.382 1.009 0.209 -0.37
N -2.2023 -0.8665 -0.3539 1.523 3.408 -0.825 -0.07
F -1.3666 -1.9722 -0.2411 0.516 -0.580 0.319 -0.21
H 1.6340 -0.8772 -0.6411 0.021 -0.023 -0.057 0.09
H 2.1481 0.8006 -0.4592 0.102 0.008 -0.075 0.09
H 2.5360 -0.3883 0.8185 0.084 -0.030 0.055 0.09
H -0.3877 0.7402 -1.7927 0.218 -0.250 -0.273 0.02
H -2.5704 -0.7194 0.5924 0.292 -0.162 0.125 0.04


(7)
10
Properties=species:S:1:pos:R:3:forces:R:3:lowdin_charge:R:1 method="wB97M-V/def2-TZVPD" e_lumo_ev=0.85 largest_force_ev_per_a=7.08 relative_energy_kcal_mol=40.4 energy_ha=-329.498050
O 1.6525 0.9218 -0.2956 3.241 0.342 -1.276 -0.04
C 0.3876 0.8637 0.1060 -1.271 -6.463 2.605 -0.19
C -0.3700 -0.6582 -0.2892 1.729 3.531 1.919 -0.34
O -1.1954 -0.9227 0.8295 0.151 -0.204 -1.232 -0.01
F -1.0275 -0.3656 -1.4315 -1.117 -0.792 -0.629 0.02
H 2.1999 0.2478 0.1407 -0.409 0.465 -0.198 0.11
H -0.2018 1.5811 -0.3352 -1.316 1.767 -0.669 0.09
H 0.3358 0.6858 1.2041 -0.386 1.233 -0.402 0.12
H 0.3076 -1.5041 -0.4314 0.097 0.167 -0.196 0.14
H -2.0886 -0.8496 0.5025 -0.719 -0.046 0.079 0.09


(8)
10
Properties=species:S:1:pos:R:3:forces:R:3:lowdin_charge:R:1 method="wB97M-V/def2-TZVPD" e_lumo_ev="0.71 / 0.72" largest_force_ev_per_a=3.62 relative_energy_kcal_mol=111.1 energy_ha=-329.385444
C 0.3946 0.9075 0.2591 -2.685 -2.369 0.535 -0.12
C -0.6880 -0.7610 -1.2202 0.032 1.579 2.107 -0.24
O 1.7113 0.5429 0.2030 0.650 1.347 -0.172 -0.10
O -1.3232 -1.5410 -0.2572 0.699 -0.790 -0.994 -0.04
F -1.5984 0.1337 -1.6856 -0.202 0.096 -0.870 -0.04
H -0.0186 1.8170 -0.2896 1.602 -1.216 0.623 0.08
H -0.2622 0.6862 1.2519 1.882 0.348 -2.210 0.11
H -0.0955 -1.2390 -2.0918 -1.148 0.269 1.881 0.14
H 2.0928 -0.2593 0.6122 -1.486 0.607 0.011 0.12
H -1.8002 -1.0322 0.4281 0.657 0.129 -0.911 0.10


(9)
9
Properties=species:S:1:pos:R:3:forces:R:3:lowdin_charge:R:1 method="wB97M-V/def2-TZVPD" e_lumo_ev=0.71 largest_force_ev_per_a=4.68 relative_energy_kcal_mol=134.4 energy_ha=-468.356186
Si 1.4975 -0.2951 0.1612 4.201 -1.839 -0.944 0.59
H 0.8622 0.8111 0.6613 -1.031 1.230 1.665 -0.15
H 1.5036 -1.7837 0.3624 -1.051 0.512 0.361 -0.10
H 2.8991 -0.0319 0.7442 -0.579 -0.073 -0.611 -0.11
H 1.4425 -0.0732 -1.2918 0.071 -0.021 -0.106 -0.10
C -1.3931 0.6482 -0.3131 -1.905 -1.342 1.083 0.02
C -2.5399 0.2102 -0.3353 3.362 1.374 0.311 -0.24
F -3.7464 -0.0838 -0.3544 -1.823 -0.485 -0.462 0.17
H -0.5255 0.5982 0.3656 -1.244 0.644 -1.298 -0.09


(10)
9
Properties=species:S:1:pos:R:3:forces:R:3:lowdin_charge:R:1 method="wB97M-V/def2-TZVPD" e_lumo_ev=0.23 largest_force_ev_per_a=3.92 relative_energy_kcal_mol=32.4 energy_ha=-468.518680
C 1.2247 -0.8134 0.4690 1.801 0.049 0.700 -0.07
C 0.5503 -0.3579 -0.5576 -1.240 1.755 -0.454 -0.32
F -2.0305 -0.4145 0.5889 0.038 0.073 0.071 -0.26
Si -1.0974 0.4823 -0.3717 0.758 1.194 3.655 0.55
H 2.3507 -0.9123 0.5942 -1.609 -0.010 -0.563 0.09
H 0.6423 -0.9028 1.3481 -0.192 -0.827 1.107 0.03
H 0.9895 0.1766 -1.3534 1.372 -0.316 -1.447 0.02
H -0.6553 2.0167 0.7588 -0.886 -2.342 -2.178 0.02
H -1.9743 0.7254 -1.4764 -0.042 0.424 -0.892 -0.06


(11)
10
Properties=species:S:1:pos:R:3:forces:R:3:lowdin_charge:R:1 method="wB97M-V/def2-TZVPD" e_lumo_ev=0.06 largest_force_ev_per_a=3.81 relative_energy_kcal_mol=2.5 energy_ha=-486.353175
C -1.7404 -1.0914 0.2913 2.290 -2.018 1.042 -0.07
C -1.2556 0.1813 -0.0405 -0.720 -1.629 -0.209 -0.32
N -0.8355 1.1764 -0.3380 1.418 3.437 -0.824 0.15
H -2.5007 -1.4452 -0.2822 -2.810 -0.166 -1.766 0.04
H -0.9851 -1.8955 -0.0368 -0.473 1.204 1.497 0.13
H -2.0806 -1.0311 1.3202 0.362 -0.809 0.260 0.09
N 2.5582 1.3302 -0.0630 -1.114 1.516 0.579 -0.58
I 2.8578 -0.5297 -0.8437 -0.366 0.099 0.379 0.60
H 2.0608 1.8755 -0.7930 0.414 -0.614 0.578 -0.04
H 1.9211 1.4297 0.7857 0.998 -1.020 -1.536 0.00


(12)
13
Properties=species:S:1:pos:R:3:forces:R:3:lowdin_charge:R:1 method="wB97M-V/def2-TZVPD" e_lumo_ev=-3.80 largest_force_ev_per_a=4.34 relative_energy_kcal_mol=15.4 charge=+1 energy_ha=-937.047031
N 1.0710 1.5399 -0.0491 -0.068 1.282 0.342 0.23
C 1.4129 0.2930 0.2053 2.269 1.129 -0.231 -0.50
N 2.7002 -0.0391 0.2744 3.362 -1.081 1.093 0.18
N 0.5636 -0.6729 0.2870 -3.313 -2.796 0.194 0.17
C -0.6890 -0.8649 0.1483 -0.091 1.117 -0.929 -0.14
N -1.8443 -1.0025 -0.0904 2.307 -0.320 0.411 -0.24
P -3.4819 -1.5671 -0.1769 -0.096 -0.292 -0.636 0.43
I -4.4787 0.6429 0.0973 -0.067 -0.287 -0.349 0.35
H 1.6142 2.4001 0.0595 0.192 -0.949 -0.149 0.16
H 0.0984 1.6813 -0.0393 -1.248 0.538 -0.029 0.11
H 3.5437 0.4916 0.6680 -2.345 -0.267 -1.118 0.18
H 2.9600 -1.0470 0.2616 -0.906 1.121 0.121 0.15
H -3.4701 -1.8553 -1.6456 0.004 0.808 1.279 -0.06


(13)
9
Properties=species:S:1:pos:R:3:forces:R:3:lowdin_charge:R:1 method="wB97M-V/def2-TZVPD" e_lumo_ev="-0.82 / -0.83" largest_force_ev_per_a=5.42 relative_energy_kcal_mol=80.4 energy_ha=-451.994191
C -0.2273 0.6574 0.4780 0.324 1.136 1.859 -0.18
C 0.8434 0.1512 -0.3624 1.727 -3.487 3.773 -0.52
O 0.4470 -1.9854 0.1726 0.195 3.201 -0.763 -0.28
I 2.9696 0.0122 0.0008 -1.480 0.668 -0.189 0.83
H -0.4292 1.7447 0.4293 0.595 -0.300 0.116 0.10
H -1.0488 0.2214 0.0235 -2.005 -0.862 -0.819 0.05
H -0.2641 0.2766 1.5272 0.607 0.547 -0.787 0.11
H 0.5719 -0.1407 -1.2904 -0.273 -0.409 -3.174 0.00
H 1.3630 -2.1632 -0.0386 0.311 -0.494 -0.018 -0.12


(14)
9
Properties=species:S:1:pos:R:3:forces:R:3:lowdin_charge:R:1 method="wB97M-V/def2-TZVPD" e_lumo_ev=0.59 largest_force_ev_per_a=3.93 relative_energy_kcal_mol=26.6 energy_ha=-452.079799
C -0.3626 1.0987 -1.6869 0.331 0.560 0.597 0.00
C -0.6209 0.2814 -0.6658 0.783 0.094 -1.956 -0.31
O 0.2563 -0.4796 -0.0150 3.777 -1.088 -0.045 -0.12
H -1.1418 1.6231 -2.1642 -1.153 0.256 -0.307 0.03
H 0.5904 1.5138 -2.0106 0.269 -0.747 0.365 0.06
H -1.5921 -0.0460 -0.3866 -0.929 0.307 0.216 0.11
H 1.2127 -0.5324 -0.4327 -3.062 0.655 0.994 0.17
I 1.1513 -1.7542 2.9618 0.168 -0.024 -0.449 0.45
H 0.5067 -1.7048 4.3999 -0.183 -0.013 0.587 -0.38


(15)
11
Properties=species:S:1:pos:R:3:forces:R:3:lowdin_charge:R:1 method="wB97M-V/def2-TZVPD" e_lumo_ev=-0.61 largest_force_ev_per_a=5.07 relative_energy_kcal_mol=96.8 energy_ha=-602.435871
C 0.0474 -0.8845 -0.2832 2.203 0.025 -4.562 0.02
C -0.0879 0.5048 -0.8395 -2.089 -1.289 1.156 -0.67
O 0.3888 1.7286 1.1019 1.016 2.165 1.661 -0.03
O 0.6670 1.4865 -0.2545 3.129 1.604 -0.925 -0.20
O 0.2504 0.3543 -2.1534 0.794 0.836 -1.255 -0.66
I 0.5318 2.0009 -3.2367 -0.189 -0.006 -0.021 0.97
H -0.8637 -1.3897 -0.1861 -1.175 -0.932 -0.372 0.07
H 0.4793 -0.7946 0.6070 1.877 0.075 3.914 0.03
H 0.8445 -1.2906 -1.0533 -1.747 -0.261 1.844 0.15
H -1.0948 0.7878 -0.7110 -1.748 0.764 -0.170 0.13
H 1.0099 2.5702 1.3308 -2.070 -2.981 -1.272 0.19


(16)
9
Properties=species:S:1:pos:R:3:forces:R:3:lowdin_charge:R:1 method="wB97M-V/def2-TZVPD" e_lumo_ev=-0.60 largest_force_ev_per_a=2.57 relative_energy_kcal_mol=59.3 energy_ha=-666.277553
C 0.9845 0.4692 0.2841 1.643 -1.712 -0.995 -0.42
C 0.6090 -0.9019 -0.0647 0.178 -0.654 0.097 -0.49
Si 2.4520 -0.6233 -0.4322 -0.661 0.252 0.145 0.80
I -3.8442 0.7494 -0.0359 0.428 0.078 -0.163 0.36
H 0.7102 1.1674 -0.4275 -0.559 1.997 -0.694 0.01
H 1.1316 0.6391 1.2962 -0.105 1.122 1.635 0.02
H 0.4306 -1.4990 0.8045 -0.192 -0.726 0.304 0.04
H -0.1272 -1.0460 -0.8239 -0.337 -0.268 -0.509 0.03
H -2.3465 1.0451 -0.6005 -0.395 -0.089 0.181 -0.36


(17)
11
Properties=species:S:1:pos:R:3:forces:R:3:lowdin_charge:R:1 method="wB97M-V/def2-TZVPD" e_lumo_ev="-9.33 / -12.56" largest_force_ev_per_a=6.53 relative_energy_kcal_mol=74.9 charge=+2 energy_ha=-331.071780 multiplicity=7
O 1.6570 -0.9922 0.2588 2.079 5.995 -1.539 -0.50
C 1.8776 0.1594 0.8950 3.206 0.283 0.718 -0.31
C 1.2953 0.7249 1.9507 -4.000 0.648 -2.255 0.15
Li 1.3170 -0.8500 -1.5455 -0.185 -0.097 -1.015 0.83
Ru 1.0599 -2.5112 1.2540 -1.546 -4.371 2.568 1.19
H 1.1400 1.5984 1.0415 -0.621 -0.725 2.058 0.25
H 2.7253 1.0431 1.1940 0.960 -2.506 -2.346 0.26
H 0.3553 0.2722 2.2756 -0.120 0.741 1.778 0.11
H -2.0493 -0.3617 0.6933 -1.089 0.249 -0.539 0.03
O -2.1495 -0.7873 -0.1674 1.599 -0.624 0.054 -0.08
H -2.8617 -0.4522 -0.7178 -0.282 0.405 0.519 0.06


(18)
11
Properties=species:S:1:pos:R:3:forces:R:3:lowdin_charge:R:1 method="wB97M-V/def2-TZVPD" e_lumo_ev="-4.70 / -5.89" largest_force_ev_per_a=3.62 charge=+1 energy_ha=-2016.225989 multiplicity=2
O -0.8668 1.3853 1.6194 -1.016 0.990 0.389 -0.52
C -0.9167 1.1217 0.3117 0.240 1.221 -3.403 -0.43
C -0.1086 0.3791 -0.4470 0.388 1.684 -0.004 -0.02
Li -0.7276 3.1504 2.1031 -0.098 -0.081 -0.159 0.82
Zn -0.5069 0.0271 2.8071 0.252 -1.357 0.929 0.89
H -0.0684 1.0258 -1.3924 0.415 -2.599 0.514 0.11
H -1.4900 1.7330 -0.4727 -0.328 0.051 2.451 0.13
H 0.6674 -0.2219 0.0288 0.220 -0.002 -0.691 0.06
H -0.6860 -1.9384 0.1121 0.024 -0.410 -0.327 -0.02
O -0.5268 -2.8124 0.4934 -0.100 0.436 0.393 -0.07
H 0.0320 -3.2918 -0.1250 0.003 0.067 -0.093 0.05


(19)
8
Properties=species:S:1:pos:R:3:forces:R:3:lowdin_charge:R:1 method="wB97M-V/def2-TZVPD" e_lumo_ev=1.29 largest_force_ev_per_a=6.11 relative_energy_kcal_mol=31.3 energy_ha=-133.883517
H -2.2709 0.4568 1.1441 2.220 -0.664 -1.483 0.09
N -1.3825 0.5478 0.5167 -2.547 0.923 1.481 0.02
C -0.5407 -0.3359 0.3398 4.385 -1.420 -1.320 -0.28
C 0.9253 0.0867 -0.5410 -4.775 3.806 0.081 -0.06
H -0.3690 -1.4698 0.6902 -1.123 2.297 -0.348 0.12
H 0.7127 0.3063 -1.6392 0.164 -0.826 1.411 0.07
H 1.5608 -0.6604 -0.3438 2.496 -2.857 0.238 -0.03
H 1.3643 1.0684 -0.1668 -0.820 -1.259 -0.060 0.07


(20)
8
Properties=species:S:1:pos:R:3:forces:R:3:lowdin_charge:R:1 method="wB97M-V/def2-TZVPD" e_lumo_ev=1.14 largest_force_ev_per_a=2.53 relative_energy_kcal_mol=40.3 energy_ha=-133.869259
C -1.5963 0.6099 -0.6669 0.337 0.202 0.442 -0.02
C -1.2712 1.2182 0.3302 -0.451 -0.502 0.381 -0.04
H -1.8352 0.0219 -1.5583 0.216 0.722 0.836 0.04
H -1.0795 1.6230 1.3482 -0.182 -0.359 -1.640 0.05
N 1.6521 -0.6966 0.0227 1.470 -1.891 0.802 0.01
H 1.8896 -1.3225 0.8248 -0.035 0.745 -0.860 0.02
H 0.9423 -0.1080 0.3780 -1.087 0.573 -0.070 -0.07
H 1.2983 -1.3458 -0.6789 -0.268 0.511 0.108 0.01